DFT (ωB97M-V with the def2-TZVPD basis set) results for C34H31AsNOsPS as an isolated structure.

## Properties
energy above the lowest of the compared OMol25 structures with the same formula, charge and spin = 1.2 kcal/mol
max |F| = 0.4 eV/Å
frontier orbital gap = 6.238 eV
net charge = +2
total energy = -120666.1003 eV
LUMO level = -7.84 eV

Structure (XYZ):
```
70
C34H31AsNOsPS ωB97M-V with the def2-TZVPD basis set
Os 0.551 -0.475 -0.213
S 1.756 0.677 1.252
C 1.414 2.414 1.138
C 2.219 3.274 1.880
C 1.959 4.637 1.858
C 0.916 5.146 1.095
C 0.116 4.293 0.343
C 0.356 2.929 0.381
As -0.501 1.663 -0.757
C -1.503 0.385 0.303
C -2.187 -0.584 -0.469
C -3.048 -1.487 0.148
C -3.208 -1.445 1.522
C -2.485 -0.539 2.303
C -1.628 0.362 1.708
C -1.726 2.536 -1.935
C -1.264 3.042 -3.147
C -2.137 3.738 -3.969
C -3.458 3.920 -3.579
C -3.913 3.410 -2.371
C -3.049 2.716 -1.538
H 3.045 2.882 2.459
H 2.588 5.307 2.429
H 0.730 6.212 1.076
H -0.686 4.693 -0.265
H -2.141 -0.547 -1.554
H -3.608 -2.193 -0.448
H -3.899 -2.126 2.002
H -2.610 -0.537 3.378
H -1.073 1.077 2.305
H -0.235 2.907 -3.457
H -1.788 4.136 -4.912
H -4.137 4.463 -4.223
H -4.942 3.557 -2.073
H -3.407 2.326 -0.593
C 0.907 -1.103 -2.194
C 2.138 -0.371 -1.873
C 2.342 0.990 -2.263
C 3.396 1.704 -1.781
C 4.311 1.083 -0.897
C 4.223 -0.264 -0.608
C 3.141 -0.990 -1.100
C 5.349 1.882 -0.307
N 6.135 2.557 0.186
H 1.026 -2.176 -2.303
H 0.290 -0.666 -2.972
H 1.640 1.438 -2.956
H 3.546 2.739 -2.057
H 4.975 -0.737 0.009
H 3.096 -2.053 -0.938
C 1.705 -3.990 -0.172
P 0.942 -2.637 0.791
C 2.018 -2.529 2.246
C -0.563 -3.467 1.368
C -1.357 -4.156 0.451
C -2.468 -4.864 0.879
C -2.801 -4.885 2.228
C -2.024 -4.193 3.144
C -0.906 -3.486 2.718
H 1.169 -4.186 -1.099
H 1.655 -4.890 0.442
H 2.752 -3.806 -0.400
H 2.111 -3.501 2.729
H 1.635 -1.798 2.956
H 3.005 -2.196 1.921
H -1.106 -4.162 -0.604
H -3.066 -5.415 0.164
H -3.659 -5.452 2.564
H -2.272 -4.220 4.197
H -0.299 -2.971 3.451
```